[1]
ORCA calculation (ωB97M-V with the def2-TZVPD basis set) on a molecular structure, C26H51Cl3N2O6PSiYb in a non-equilibrium geometry.

Geometry as XYZ:
```
91
Properties=species:S:1:pos:R:3:mulliken_spin:R:1
Yb 2.0593 0.5930 -1.0369 -0.01
Cl -0.2986 -1.1317 3.3514 0.15
Cl 3.4605 2.5762 -1.6851 0.00
Cl 3.2898 -1.3428 0.0662 0.00
P -1.1740 -0.1322 4.8395 1.28
Si -1.0431 0.3048 -2.1357 0.00
O -2.4994 -0.8582 5.0744 -0.33
O -0.2095 -0.1327 6.0476 -0.33
O 0.4812 1.9910 0.2093 0.00
O 0.8750 -0.1450 -2.5705 0.00
O -1.3956 1.3298 4.3357 -0.20
O 0.2264 -1.0966 -0.2699 0.07
N -0.2292 4.1964 0.3742 0.00
N -0.3453 -3.2254 0.4556 0.02
C -0.4692 3.5670 4.4211 0.02
C -0.0594 1.1240 -6.8750 0.00
C -0.9474 2.0902 -2.7942 0.00
C -2.6491 -2.0850 6.0817 0.07
C 0.2392 0.2539 -5.8204 0.00
C 2.2091 -2.6793 -2.9503 0.00
C -1.6559 3.9197 0.5187 -0.01
C -0.1450 2.1262 4.1675 0.05
C -0.0564 -3.9489 -0.7879 0.00
C -1.8060 -0.8311 -3.4036 0.00
C -0.0698 -0.5241 7.5598 0.30
C 0.6969 3.2175 0.3470 0.00
C 1.4589 2.7701 -5.9337 0.00
C -2.1776 0.2726 -0.6665 0.01
C 1.1648 0.6399 -4.8538 0.00
C 1.9111 -2.2518 -5.3482 0.00
C 2.3147 -3.6464 -5.6593 0.00
C -1.5737 -3.1000 5.8578 -0.03
C 0.1776 5.5397 -0.0440 0.00
C 1.7773 1.8995 -4.9021 0.00
C -0.7464 -4.0167 1.6203 0.01
C 1.3632 -0.9323 7.6986 -0.03
C 0.5462 2.3833 -6.9124 0.00
C 1.6418 -0.2960 -3.7536 0.00
C -0.4554 -1.8828 0.4301 0.01
C 1.8367 -1.7820 -4.0838 0.00
H 0.1009 -4.1964 2.3037 0.00
H 2.4434 -2.1274 -2.0081 0.00
H -0.7726 -1.3370 7.7629 -0.01
H -2.9562 1.0603 -0.8220 0.00
H -2.1367 4.8449 0.8683 0.00
H 1.5256 -1.3777 8.6889 0.02
H -0.3221 0.3750 8.1332 -0.02
H -1.6157 0.4951 0.2526 0.00
H 1.7469 -1.5725 -6.1764 0.00
H 0.6137 1.7716 4.8732 -0.01
H -0.7474 -3.6441 -1.5982 0.00
H -0.6935 3.7428 5.4812 -0.01
H -2.8364 -1.0293 -3.0608 0.00
H -0.6031 6.2583 0.2240 0.00
H -0.6301 -2.7858 6.3158 0.01
H 3.0862 -3.3017 -3.2054 0.00
H 0.4292 4.1354 4.1443 0.00
H -3.6482 -2.4326 5.8413 -0.01
H -1.4116 -3.2939 4.7918 0.00
H 1.3752 -3.3777 -2.7864 0.00
H 1.6799 -4.4043 -5.1810 0.00
H 3.3541 -3.8827 -5.3991 0.00
H -2.6306 -1.6087 7.0695 0.02
H 0.0206 2.5814 -2.6026 0.00
H -1.5446 -3.5137 2.1852 0.00
H -0.7429 0.7933 -7.6507 0.00
H 1.6539 -1.6734 6.9441 0.01
H -2.6935 -0.7074 -0.5815 0.00
H -1.3240 3.9036 3.8255 0.00
H -1.0996 -4.9904 1.2752 0.00
H -1.2866 -1.4864 1.0500 -0.06
H 1.9455 3.7561 -5.9674 0.00
H -1.1087 2.1380 -3.8828 0.00
H -0.1803 -0.7525 -5.7501 0.00
H 0.2924 3.0724 -7.7181 0.00
H -0.1604 -5.0228 -0.6043 0.00
H -1.8581 -4.0503 6.3286 0.00
H 0.2219 1.9522 3.1537 -0.01
H 2.5147 2.1683 -4.1291 0.00
H 2.2368 -3.7844 -6.7349 0.00
H 0.3635 5.6011 -1.1274 0.00
H 1.7223 3.6124 0.4466 0.00
H -1.8102 3.1241 1.2565 0.01
H 2.0230 -0.0629 7.6009 0.00
H 1.1122 5.7963 0.4630 0.00
H -1.8992 -0.3586 -4.3966 0.00
H -1.2842 -1.7941 -3.5295 0.00
H -2.1158 3.6217 -0.4345 0.00
H 0.9788 -3.7425 -1.0817 0.00
H 2.6775 0.0365 -3.4853 0.00
H -1.7293 2.7166 -2.3364 0.00
```

Values from the calculation:
expectation value of S² = 0.754
LUMO level (alpha / beta) = 0.413 / 0.358 eV
HOMO (alpha / beta) = -3.108 / -5.642 eV
2S+1 = 2

[2]
ORCA calculation (ωB97M-V with the def2-TZVPD basis set) on 5 unconnected molecules or ions with the total composition C26H52BN7O7P in a non-equilibrium geometry.

Geometry as XYZ:
```
94
Properties=species:S:1:pos:R:3:mulliken_charge:R:1
P 2.2914 -2.2078 -1.0473 0.59
O 1.8709 2.7352 4.7186 -0.65
O 0.2938 0.3671 -2.9257 -0.53
O -1.2963 4.9045 -6.1110 -0.66
O -0.7754 -3.1091 4.9737 -0.67
O 2.6864 -0.7881 -1.6335 -0.11
O 2.4768 -3.2759 -2.2439 -0.56
O 2.1248 1.6652 -3.8735 -0.66
N 1.3946 4.9231 4.7853 -0.15
N -2.1613 -2.2189 0.0605 -0.85
N -1.3789 -3.2454 0.3329 1.06
N 3.1381 -2.5503 0.1871 -0.71
N -2.1828 3.0200 -6.9436 -0.14
N 3.3023 2.9449 -2.4524 0.03
N 0.4759 -1.2997 5.4195 -0.07
C -1.5293 3.7168 -5.9759 0.34
C -2.0866 -4.4043 0.9828 0.07
C 0.6909 3.6220 2.8319 -0.97
C -1.6172 -1.1920 -0.5266 -1.21
C 0.8781 1.3083 -0.6116 -0.48
C 0.8528 6.1834 4.3054 -0.82
C -1.1090 2.9580 -4.7378 -0.92
C 4.3675 2.2176 -4.5226 -1.65
C -0.2661 -1.1124 -0.8848 0.53
C -5.2504 -3.6144 -1.0577 -1.28
C 3.1785 2.2491 -3.5995 1.08
C 1.2628 -4.4918 1.7767 -1.01
C 0.7546 0.0451 5.9135 -0.90
C -1.8955 -1.2662 6.0156 -1.42
C -2.5414 1.6139 -6.9532 -0.69
C 0.7317 -4.5382 0.4182 -1.37
C 4.4587 3.6843 -1.9700 -1.08
C -1.7964 -4.4267 2.5038 -1.10
C -3.5987 -4.2695 0.8069 -1.52
C 1.3661 3.7110 4.1819 0.53
C -0.0678 -3.3121 0.0764 -0.26
C -0.6957 -1.9702 5.4287 0.86
C -4.0697 -4.4940 -0.6439 -0.41
C 1.5313 -4.4346 2.9341 0.51
C 0.0218 2.5908 -0.6543 -1.32
C 0.5266 -2.1986 -0.5778 1.30
B 0.3121 0.2088 -1.5835 0.12
H 3.6966 -3.3816 0.0439 0.27
H -2.4350 3.5820 -7.7412 0.23
H 4.1875 4.7312 -1.8338 0.34
H -0.6012 3.6409 -4.0636 0.35
H -0.3590 3.9072 2.9083 0.43
H -4.8781 -2.6211 -1.2899 0.25
H 4.1167 1.6298 -5.4000 0.33
H 1.8588 4.9149 5.6801 0.25
H 1.9189 1.5142 -0.8203 0.69
H -0.4210 2.1535 -5.0007 0.31
H 1.6371 -4.6291 3.9723 0.52
H -3.2274 -4.2911 -1.3123 0.20
H -1.0569 -3.6867 2.7646 0.04
H -0.1344 0.5066 6.3284 0.32
H 1.1918 4.2695 2.1112 0.43
H -2.7552 -1.9261 5.9526 0.31
H 2.4749 2.9378 -1.8794 0.07
H 0.4685 3.3824 -0.0601 0.29
H -1.9826 2.5465 -4.2282 0.39
H -0.9558 2.3987 -0.2132 0.41
H -3.9951 -5.0911 1.4012 0.60
H 4.7745 3.2755 -1.0100 0.31
H 2.4709 -0.8236 -2.5852 0.27
H 5.2843 3.6221 -2.6686 0.40
H 0.3802 6.0653 3.3368 0.32
H -1.7199 -1.0208 7.0628 0.39
H -2.7007 -4.3336 3.0883 0.54
H -2.2477 -0.3459 -0.7577 0.62
H 0.1144 6.5567 5.0156 0.29
H 1.5888 -4.6364 -0.2362 0.40
H 5.2228 1.7583 -4.0265 0.44
H -2.1128 -0.3530 5.4604 0.37
H -5.6768 -4.0250 -1.9681 0.39
H -2.2163 1.1199 -6.0439 0.22
H 1.7418 -3.8993 -2.2832 0.45
H -1.3683 -5.4013 2.7234 0.33
H -3.6243 1.5127 -7.0429 0.28
H -4.2842 -5.5538 -0.7580 0.50
H 0.8442 0.9589 0.4230 0.31
H -3.9833 -3.3621 1.2607 0.50
H -2.0742 1.1226 -7.8083 0.28
H 0.1649 -5.4603 0.3240 0.56
H 1.2369 -1.8213 5.0132 0.19
H -5.9999 -3.6034 -0.2733 0.35
H 1.6558 6.9163 4.2200 0.29
H 4.6287 3.2262 -4.8421 0.43
H 0.7498 2.5959 2.4798 0.06
H 1.0632 0.9330 -3.1600 0.41
H -0.1376 2.9315 -1.6729 0.17
H 1.5192 -0.0141 6.6884 0.28
H 1.1287 0.6612 5.1011 0.34
H -1.8425 -5.3395 0.4964 0.46
```

Values from the calculation:
LUMO level = -3.878 eV
HOMO = -10.999 eV
charge = +1

[3]
ORCA calculation (ωB97M-V with the def2-TZVPD basis set) on a molecular structure, C26H52CuO28S6 in a non-equilibrium geometry.

Geometry as XYZ:
```
113
Properties=species:S:1:pos:R:3:mulliken_spin:R:1
Cu -12.5079 -4.3290 -7.9978 0.00
S -8.7542 -7.0574 -8.9603 -0.06
S -0.1245 -8.6960 -5.5528 0.00
S -3.8081 -8.3397 -18.4434 0.00
S -5.3275 -15.1686 -1.8473 0.00
S -6.8815 -5.7484 0.6747 0.00
S -9.6753 -15.2058 -11.9979 0.00
O -5.3513 -8.1713 -17.6864 0.00
O -11.9142 -1.3712 -12.2595 0.00
O -8.7390 -5.5968 -8.6470 0.52
O -0.8437 -9.6697 -4.7215 0.00
O -10.1805 -16.5256 -11.6827 0.00
O -3.5515 -7.2173 -19.3190 0.00
O -15.0575 -7.1833 -5.0536 0.00
O -10.6638 -14.0838 -11.3151 0.00
O -7.5039 -4.8349 1.6261 0.00
O -7.7826 -7.4864 -9.9454 0.01
O -10.1802 -7.1162 -9.3594 0.44
O -9.5555 -14.8754 -13.4060 0.00
O -2.3111 -2.4332 -12.3392 0.00
O -7.9570 -6.8854 0.1206 0.00
O -3.5395 -9.6380 -19.0323 0.00
O -0.9323 -7.2741 -5.5702 0.00
O -8.5553 -7.8055 -7.7245 0.10
O -6.2004 -13.8099 -2.3758 0.00
O -3.9459 -14.6879 -1.6547 0.00
O -16.6046 -5.7993 -10.5499 0.00
O -6.8167 -5.0875 -0.8630 0.00
O -5.6235 -6.3089 1.0329 0.00
O -0.4676 -9.0140 -7.0972 0.00
O -3.0814 -8.2190 -16.9692 0.00
O -5.5912 -15.7903 -3.3875 0.00
O 1.3148 -8.4662 -5.2964 0.00
O -6.0105 -15.9954 -0.8958 0.00
O -8.3613 -14.6082 -11.1533 0.00
C -7.6873 -7.2190 -1.2455 0.00
C -11.0612 -0.9900 -14.4685 0.00
C -3.5612 -1.9834 -11.8549 0.00
C -8.5053 -13.2063 -11.0387 0.00
C -16.3075 -6.7593 -4.5382 0.00
C -2.4175 -0.0547 -12.5713 0.00
C -3.7872 -0.7239 -12.6109 0.00
C -12.2931 -0.0741 -12.6700 0.00
C -9.9541 -12.8741 -10.9882 0.00
C -5.2609 -7.6744 -16.3652 0.00
C -7.5359 -5.7660 -1.8253 0.00
C -1.4173 -1.2530 -12.4520 0.00
C -17.8189 -4.9871 -10.7060 0.00
C -16.7688 -7.7940 -3.5759 0.00
C -1.5581 -7.0390 -6.8041 0.00
C -5.5942 -14.7639 -4.3128 0.00
C -11.3853 -2.0635 -13.4254 0.00
C -18.9373 -6.0695 -10.7097 0.00
C -14.8275 -8.5544 -4.8529 0.00
C -3.8094 -7.3646 -16.1052 0.00
C -11.2344 0.2654 -13.6650 0.00
C -16.7740 -6.9696 -11.3957 0.00
C -6.5737 -13.7689 -3.7193 0.00
C -16.0884 -9.0162 -4.2192 0.00
C -1.7643 -8.4187 -7.3970 0.00
C -18.2985 -7.2800 -11.3330 0.00
H -16.2650 -7.6384 -2.6219 0.00
H -2.5885 -6.7059 -6.6799 0.00
H -10.2894 -12.5454 -10.0045 0.00
H -8.1189 -12.7224 -11.9357 0.00
H -8.4905 -5.3323 -2.1233 0.00
H -8.0154 -12.8442 -10.1348 0.00
H -14.7148 -9.0736 -5.8046 0.00
H -17.9171 -4.2936 -9.8708 0.00
H -13.9734 -8.7220 -4.1968 0.00
H -0.7398 -1.2406 -11.5983 0.00
H -12.1823 0.6078 -11.8269 0.00
H -19.4628 -6.1260 -9.7564 0.00
H -18.3941 -8.1681 -10.7083 0.00
H -0.9032 -1.4054 -13.4011 0.00
H -5.8120 -6.7401 -16.2583 0.00
H -11.6811 -1.0563 -15.3626 0.00
H -12.1633 -2.6990 -13.8484 0.00
H -10.0316 -1.0218 -14.8250 0.00
H -16.2623 -5.8338 -3.9642 0.00
H -16.2217 -7.8681 -11.1203 0.00
H -10.3145 0.5130 -13.1352 0.00
H -2.2619 0.4890 -13.5031 0.00
H -6.8930 -5.7239 -2.7045 0.00
H -3.5103 -1.7915 -10.7831 0.00
H -16.8408 -9.3264 -4.9443 0.00
H -4.5853 -0.0929 -12.2198 0.00
H -10.5579 -2.7041 -13.1206 0.00
H -2.4416 0.6366 -11.7288 0.00
H -0.9501 -6.4101 -7.4546 0.00
H -2.5760 -8.9844 -6.9395 0.00
H -19.7620 -5.7314 -11.3371 0.00
H -7.5577 -14.1191 -4.0312 0.00
H -1.9718 -8.3301 -8.4634 0.00
H -11.5159 1.1203 -14.2798 0.00
H -10.2078 -12.1885 -11.7967 0.00
H -6.4611 -12.7654 -4.1298 0.00
H -5.9449 -15.0951 -5.2902 0.00
H -8.4765 -7.7827 -1.7430 0.00
H -15.8574 -9.9139 -3.6456 0.00
H -13.2949 0.1660 -13.0261 0.00
H -3.5727 -6.3788 -16.5056 0.00
H -17.7238 -4.3239 -11.5659 0.00
H -18.7288 -7.5556 -12.2958 0.00
H -5.6711 -8.4420 -15.7090 0.00
H -4.3629 -2.6990 -12.0375 0.00
H -17.1215 -6.7464 -5.2630 0.00
H -17.8574 -7.8160 -3.5255 0.00
H -4.6298 -14.2695 -4.4291 0.00
H -6.6879 -7.6538 -1.2259 0.00
H -4.0516 -1.0155 -13.6273 0.00
H -16.4544 -6.5919 -12.3669 0.00
H -3.5725 -7.4575 -15.0453 0.00
```

Values from the calculation:
expectation value of S² = 0.762
LUMO level (alpha / beta) = -4.797 / -4.785 eV
HOMO (alpha / beta) = -9.079 / -8.953 eV
2S+1 = 2

[4]
ORCA calculation (ωB97M-V with the def2-TZVPD basis set) on 3 unconnected molecules or ions with the total composition C26H52N2O8P in a non-equilibrium geometry.

Geometry as XYZ:
```
89
Properties=species:S:1:pos:R:3:mulliken_charge:R:1
P 1.6823 -0.2694 -3.7244 -0.40
O 0.7111 -2.9026 -1.6477 -0.70
O 3.8498 -3.7343 2.4846 -0.46
O 3.1973 -6.4442 3.7253 -0.29
O 1.2792 5.7131 3.2928 -0.28
O 0.8197 4.5729 0.4715 -0.35
O 1.1262 -4.8392 1.6078 -0.40
O -1.4406 -2.6077 -1.0467 -0.80
O -1.5883 4.4009 2.3282 -0.31
N 0.4790 -1.4592 -3.9110 -0.13
N -5.4606 0.8860 -1.9787 0.26
C -6.0478 1.4882 -0.9083 -0.33
C -2.8126 4.9068 1.8495 -0.78
C -0.4414 -2.4207 -1.7782 0.07
C 0.8192 1.2879 -3.3217 -0.18
C -0.0621 -4.0691 1.6905 -0.62
C -6.3899 2.7649 -1.2614 -0.67
C -1.9100 -2.0916 -3.7934 -1.59
C 2.8088 -0.6125 -2.3075 -0.83
C 4.1767 -7.4464 3.6324 -0.79
C 3.4995 -4.4956 1.3317 -0.36
C -5.4198 1.7687 -3.0179 -0.32
C 1.8183 2.3754 -2.8798 -1.17
C 0.7166 5.9019 0.9402 -0.37
C 2.3525 5.3223 4.1147 -0.79
C -0.6978 -1.5038 -3.0322 1.64
C 2.3546 -0.3017 -0.8666 0.16
C 1.6743 6.2686 2.0519 -0.58
C 3.1870 -4.0045 3.7001 -0.28
C -3.1900 -1.2426 -3.7485 -0.65
C -5.9913 2.9441 -2.6092 -0.54
C 2.1144 -4.2409 0.7839 -0.07
C 3.6243 -5.2741 4.3990 -0.54
C 0.4383 3.5029 1.3209 -0.19
C -1.0503 3.3549 1.5331 -0.62
C -4.9714 -0.4848 -2.0265 -0.94
C -3.4807 -0.6083 -2.3801 0.14
H 2.8403 6.1877 4.5801 0.32
H -4.9773 1.4823 -3.9583 0.33
H 0.1671 -3.0147 1.8829 0.30
H 4.2121 -4.1777 0.5668 0.45
H 3.6588 -5.5635 1.5038 0.08
H -0.6372 -4.4600 2.5326 0.33
H -3.6365 4.2066 2.0286 0.33
H -0.3096 6.1530 1.2203 0.13
H -5.5900 -1.0425 -2.7351 0.26
H 0.9732 3.5355 2.2726 0.09
H 2.1013 -3.9736 3.5857 0.09
H 0.8829 -2.3873 -3.9453 0.42
H -2.1102 -3.1072 -3.4541 0.33
H 2.6990 1.9619 -2.3929 0.32
H -3.1926 -0.4835 -4.5374 0.24
H 1.9474 4.6836 4.8982 0.23
H -6.1120 3.8156 -3.2320 0.43
H 2.1578 2.9688 -3.7296 0.36
H 4.7158 -5.2663 4.5030 0.35
H 1.6844 7.3637 2.1475 0.40
H 0.7703 2.6025 0.7980 0.31
H 3.4688 -3.1800 4.3629 0.40
H -6.1899 0.9829 0.0332 0.35
H 2.0449 -4.6700 -0.2200 0.45
H 1.4906 0.3638 -0.8323 -0.06
H -1.5975 -2.1685 -4.8393 0.35
H 3.6976 -0.0163 -2.5316 0.62
H 4.3414 -7.9436 4.5973 0.32
H 1.3192 3.0581 -2.1905 0.16
H -1.5504 3.3142 0.5598 0.36
H -4.0330 -1.9027 -3.9882 0.41
H 0.9795 6.5190 0.0771 0.41
H -3.0845 0.4126 -2.3812 0.20
H -1.2245 2.4009 2.0461 0.38
H 2.6826 5.9340 1.7815 0.35
H -6.8698 3.5082 -0.6460 0.43
H 3.8209 -8.1842 2.9144 0.23
H 3.0989 4.7497 3.5532 0.36
H 5.1301 -7.0432 3.2714 0.36
H -3.0154 5.8328 2.3869 0.24
H 1.9422 -3.1671 0.6941 -0.19
H 0.0107 1.2144 -2.5891 0.09
H 3.1834 -5.2758 5.4061 0.36
H 3.1141 -1.6557 -2.3977 0.41
H 0.3490 1.6105 -4.2529 0.46
H -5.1505 -0.9324 -1.0488 0.33
H -2.9456 -1.1394 -1.5919 0.21
H -0.9212 -0.5141 -2.6433 -0.45
H -2.7626 5.1291 0.7778 0.35
H 3.1598 0.2060 -0.3233 0.37
H 2.1443 -1.2124 -0.3136 -0.47
H -0.6525 -4.1224 0.7738 0.19
```

Values from the calculation:
LUMO level = 2.484 eV
HOMO = -4.313 eV
charge = -1